[1]
13
Properties=species:S:1:pos:R:3:forces:R:3 method="wB97M-V/def2-TZVPD" e_homo_ev=-9.97 homo_lumo_gap_ha=0.4088 e_lumo_ev=1.15 e_above_lowest_kcal_mol=66.7 smiles="[H]/N=C/N.C=C" e_tot_ev=-6218.954
C 2.885 -3.201 -2.376 0.685 -0.225 -0.800
C 2.406 -4.199 -1.652 0.587 -1.201 -0.081
H 3.768 -2.606 -2.167 -0.239 0.075 0.833
H 2.613 -3.044 -3.417 -0.623 -0.108 0.174
H 2.815 -4.594 -0.724 0.161 0.883 0.220
H 1.755 -4.969 -2.050 -0.571 0.577 -0.344
N -2.569 3.182 1.883 -0.307 0.276 -0.404
C -1.392 2.466 1.570 0.815 0.396 -0.878
N -1.312 1.685 0.579 -1.188 -1.135 0.676
H -2.644 4.000 1.280 0.284 0.308 0.418
H -3.374 2.636 1.595 0.112 -0.313 -0.028
H -0.495 2.743 2.134 -0.315 -0.182 0.526
H -0.546 1.020 0.649 0.600 0.649 -0.312


[2]
13
Properties=species:S:1:pos:R:3:forces:R:3 method="wB97M-V/def2-TZVPD" e_homo_ev="-5.63 / -10.00" homo_lumo_gap_ha="0.2487 / 0.3404" e_lumo_ev="1.14 / -0.74" e_above_lowest_kcal_mol=43.9 spin_multiplicity=3 s_squared=2.007 e_tot_ev=-6214.303
C -0.336 -0.465 0.502 -2.893 -4.643 1.940
C 0.187 -0.983 1.772 0.527 2.194 2.029
C 0.634 1.033 -1.539 -1.223 1.058 -3.539
N -0.647 0.929 0.457 -0.116 -1.169 -2.920
N 0.612 0.961 -0.177 -0.127 4.078 0.964
H -0.786 -1.222 -0.198 0.065 1.247 0.696
H -0.663 -1.059 2.489 0.357 0.082 -0.056
H 0.947 -0.221 2.305 -1.452 -1.705 -1.334
H 0.591 -1.968 1.728 0.575 -0.643 -0.280
H -0.260 1.500 -2.180 1.395 -0.470 1.719
H 1.542 1.575 -1.782 0.204 -0.140 -0.617
H 0.672 0.003 -1.993 0.265 0.271 0.484
H -1.544 1.120 -0.159 2.422 -0.159 0.915


[3]
14
Properties=species:S:1:pos:R:3:forces:R:3 method="wB97M-V/def2-TZVPD" total_charge=-1 e_homo_ev="-1.42 / -1.62" homo_lumo_gap_ha="0.1992 / 0.2062" e_lumo_ev="4.00 / 3.99" e_above_lowest_kcal_mol=38.9 spin_multiplicity=2 s_squared=0.754 e_tot_ev=-8265.990
C 0.468 -0.697 -2.236 0.929 -0.092 1.115
C 0.835 1.132 -0.777 0.007 -1.150 0.654
N 0.647 -0.233 -0.837 -0.659 -0.081 -1.111
H 0.915 -1.695 -2.399 -0.260 -0.066 0.181
H 1.032 -0.039 -2.915 -0.283 0.036 -0.229
H -0.583 -0.745 -2.538 -0.251 0.070 -0.360
H -0.008 1.778 -0.480 0.463 0.287 0.067
H 1.882 1.427 -0.606 -0.218 0.808 -0.090
C -1.053 0.323 2.561 -0.506 0.474 -1.330
N -0.787 -0.665 1.696 0.274 -1.112 0.295
O -1.564 1.383 2.221 0.214 -0.078 0.669
H -0.804 0.100 3.606 0.013 -0.096 0.272
H -0.346 -1.512 2.031 0.014 0.372 0.192
H -0.634 -0.556 0.674 0.263 0.628 -0.326


[4]
14
Properties=species:S:1:pos:R:3:forces:R:3 method="wB97M-V/def2-TZVPD" e_homo_ev=-8.95 homo_lumo_gap_ha=0.3584 e_lumo_ev=0.81 e_above_lowest_kcal_mol=68.2 e_tot_ev=-8266.366
C 1.997 -0.605 0.018 -0.079 -0.728 0.407
C -0.210 0.592 -0.227 0.807 0.786 0.942
C -2.119 -0.665 -0.013 -1.644 0.175 0.706
H 3.089 -0.331 0.130 -1.469 0.144 0.239
H 2.061 -1.481 -0.672 -0.693 1.175 -0.334
H 1.557 -1.079 0.919 0.775 0.323 -0.048
H 1.651 1.482 0.273 -2.333 -3.199 -2.394
H -0.245 2.528 -0.041 -1.358 -2.103 0.087
H -2.424 -0.603 1.172 1.252 -0.132 -2.862
H -2.672 0.279 -0.528 1.225 -2.723 0.937
H -2.230 -1.713 -0.395 -1.545 1.108 0.352
N 1.147 0.596 -0.301 4.850 1.776 1.519
N -0.882 1.653 -0.022 0.299 1.554 -0.317
O -0.719 -0.653 -0.313 -0.085 1.845 0.768


[5]
14
Properties=species:S:1:pos:R:3:forces:R:3 method="wB97M-V/def2-TZVPD" e_homo_ev=-7.98 homo_lumo_gap_ha=0.3161 e_lumo_ev=0.62 e_above_lowest_kcal_mol=97.3 e_tot_ev=-8265.109
C -0.782 -0.241 1.053 2.651 2.816 -2.318
C -0.605 0.903 -1.441 -0.236 -0.042 0.142
N -0.085 0.911 -0.085 -1.580 -0.386 0.523
C 0.484 -0.760 0.508 -0.702 -5.089 1.248
O 1.645 -0.519 1.221 -0.049 0.717 -0.076
N 0.406 -1.886 -0.184 0.575 1.699 0.401
H 1.544 0.247 1.804 0.031 -0.154 -0.108
H 0.709 1.522 0.079 -0.548 -0.239 0.617
H 1.346 -2.288 -0.228 -0.107 0.246 -0.438
H -0.776 0.098 2.087 -0.270 0.264 -0.327
H -1.682 -0.667 0.618 0.182 0.322 0.027
H 0.011 1.519 -2.103 -0.013 0.019 0.288
H -1.634 1.271 -1.480 0.056 0.036 -0.050
H -0.579 -0.110 -1.848 0.010 -0.210 0.070


[6]
14
Properties=species:S:1:pos:R:3:forces:R:3 method="wB97M-V/def2-TZVPD" e_homo_ev="-7.84 / -7.84" homo_lumo_gap_ha="0.3062 / 0.3062" e_lumo_ev="0.49 / 0.49" e_above_lowest_kcal_mol=135.2 smiles="C/C=C/N.N=O" e_tot_ev=-8263.464
C -0.076 0.611 0.426 0.638 1.444 0.730
C 1.877 -0.855 0.210 2.237 4.145 2.384
C 0.778 -0.071 -0.371 -0.179 1.777 -0.472
N -1.108 1.494 0.070 0.916 -1.266 -2.602
N -2.262 -0.683 -0.147 -0.841 -1.327 1.287
O -1.339 -1.447 0.140 -2.288 1.236 -2.183
H -0.030 0.495 1.550 0.154 -0.115 -1.469
H 1.866 -0.715 1.368 -0.002 -1.020 -1.968
H 1.788 -1.797 -0.191 0.634 -2.562 -0.295
H 2.875 -0.263 -0.111 -1.850 -1.846 0.532
H 0.997 0.041 -1.481 -1.396 0.225 1.266
H -1.463 2.205 0.671 0.007 -0.027 0.355
H -2.681 -0.667 -1.180 1.777 -0.801 0.894
H -1.221 1.653 -0.954 0.194 0.134 1.542


[7]
14
Properties=species:S:1:pos:R:3:forces:R:3 method="wB97M-V/def2-TZVPD" e_homo_ev=-9.24 homo_lumo_gap_ha=0.3712 e_lumo_ev=0.86 e_above_lowest_kcal_mol=30.2 smiles="CNC(=O)CN" e_tot_ev=-8268.018
N -1.209 -1.945 -0.195 -0.607 -0.686 -0.215
C -0.909 -0.895 0.767 0.660 -0.448 0.206
C 0.402 -0.281 0.337 1.184 2.402 0.606
N 0.244 1.051 -0.107 0.073 -1.075 -0.582
C 1.343 1.744 -0.796 -0.774 -1.208 0.234
O 1.516 -0.757 0.440 -0.849 -0.721 -0.527
H -2.081 -1.842 -0.691 -0.052 0.484 -0.001
H -1.256 -2.884 0.182 0.362 0.285 0.282
H -0.765 -1.273 1.787 -0.173 -0.074 -0.191
H -1.630 -0.082 0.788 -0.419 -0.240 -0.028
H -0.402 1.594 0.437 -0.282 0.102 -0.326
H 1.266 1.651 -1.885 -0.443 0.200 0.110
H 2.218 1.135 -0.562 0.488 0.908 0.415
H 1.264 2.785 -0.502 0.832 0.070 0.017


[8]
14
Properties=species:S:1:pos:R:3:forces:R:3 method="wB97M-V/def2-TZVPD" e_homo_ev=-8.49 homo_lumo_gap_ha=0.3502 e_lumo_ev=1.04 e_above_lowest_kcal_mol=108.3 smiles="C=C[C@@H](O)NN" e_tot_ev=-8264.631
C -0.101 1.909 0.970 0.390 2.486 3.032
C -0.156 1.337 -0.196 -2.201 -4.829 0.799
C -0.706 -0.362 -0.309 2.153 3.806 0.087
N 1.479 -1.585 0.227 1.915 1.588 2.125
N 0.380 -1.260 -0.525 -0.813 -1.821 -2.174
O -1.746 -0.505 -1.214 -0.323 1.714 1.821
H 0.184 3.004 1.055 -0.456 -1.173 -0.439
H -0.356 1.578 2.019 0.538 -0.614 -1.463
H -0.268 1.959 -1.002 0.610 1.088 -2.480
H -1.111 -0.442 0.642 -0.623 -0.475 2.094
H 2.009 -0.736 0.555 -0.680 -0.846 -0.929
H 1.425 -2.133 1.115 -1.235 0.238 -1.190
H 0.435 -1.683 -1.471 0.014 0.737 1.126
H -1.468 -1.081 -1.866 0.712 -1.899 -2.408


[9]
14
Properties=species:S:1:pos:R:3:forces:R:3 method="wB97M-V/def2-TZVPD" e_homo_ev="-8.63 / -8.86" homo_lumo_gap_ha="0.2811 / 0.3095" e_lumo_ev="-0.99 / -0.44" e_above_lowest_kcal_mol=192.2 e_tot_ev=-8260.991
C 0.211 -0.674 0.675 3.434 0.138 2.060
C 1.805 0.051 -0.944 -2.396 -3.626 1.568
C 0.699 -2.025 0.160 0.498 4.231 1.532
N 0.943 0.415 -0.075 -0.044 -2.600 0.648
N -1.948 1.313 -0.107 0.313 -1.319 -0.328
O 0.799 1.596 0.228 -0.346 2.264 0.645
H -0.772 -0.373 0.687 -2.604 -0.110 -0.878
H 0.437 -0.405 1.776 0.343 -0.863 -1.519
H 0.114 -2.555 -0.440 -2.635 -1.982 -2.619
H 2.345 0.771 -1.359 2.737 2.718 -2.300
H 1.568 -2.524 0.425 1.586 -0.280 0.972
H -2.341 2.115 0.306 -0.339 1.069 0.285
H -2.651 0.773 -0.573 -0.494 -0.024 -0.242
H -1.208 1.524 -0.760 -0.056 0.384 0.176


[10]
14
Properties=species:S:1:pos:R:3:forces:R:3 method="wB97M-V/def2-TZVPD" e_homo_ev=-9.27 homo_lumo_gap_ha=0.3694 e_lumo_ev=0.78 e_above_lowest_kcal_mol=18.5 smiles="CC(=O)NCN" e_tot_ev=-8268.522
O 1.026 -0.673 1.578 0.250 0.455 -0.118
C 0.099 -0.768 0.806 -0.463 -1.098 0.438
N -0.246 0.178 -0.125 -0.382 1.543 0.695
C 0.427 1.473 -0.119 1.359 -0.128 -1.316
N 0.971 1.728 -1.496 -0.387 0.547 1.368
C -0.727 -2.044 0.764 0.137 0.062 -0.771
H -1.202 0.275 -0.447 0.154 -0.811 0.070
H -0.169 2.367 0.097 -0.485 -0.549 0.155
H 1.205 1.462 0.645 0.088 -0.297 -0.272
H 1.127 0.871 -2.014 -0.078 0.018 0.237
H 0.216 2.240 -1.918 0.121 0.052 -0.857
H -0.115 -2.889 1.067 0.164 0.109 0.112
H -1.579 -2.003 1.437 -0.168 0.163 -0.063
H -1.034 -2.216 -0.275 -0.310 -0.065 0.323


[11]
14
Properties=species:S:1:pos:R:3:forces:R:3 method="wB97M-V/def2-TZVPD" e_homo_ev=-7.05 homo_lumo_gap_ha=0.2881 e_lumo_ev=0.79 e_above_lowest_kcal_mol=76.8 e_tot_ev=-8265.997
C -1.496 0.475 -0.051 1.657 1.160 0.004
C 1.251 0.576 1.165 0.058 0.156 -0.169
N -0.566 -1.125 -1.517 1.034 -1.094 -1.077
C 0.870 -0.238 -0.016 0.371 -0.212 -0.725
O 1.694 -1.230 -0.423 -0.606 1.045 0.531
N -0.243 -0.104 -0.694 -2.575 -1.041 1.420
H 1.163 -1.692 -1.115 -0.334 -0.067 -0.244
H -1.412 -0.924 -2.038 0.217 0.386 0.176
H -1.709 -0.016 0.899 0.103 -0.129 -0.186
H -1.280 1.530 0.118 -0.304 0.085 0.245
H -2.349 0.396 -0.722 0.399 -0.151 -0.090
H 1.241 1.644 0.932 -0.058 -0.074 0.053
H 0.577 0.399 2.006 0.030 -0.014 0.023
H 2.262 0.309 1.458 0.009 -0.049 0.040


[12]
14
Properties=species:S:1:pos:R:3:forces:R:3 method="wB97M-V/def2-TZVPD" e_homo_ev=-8.43 homo_lumo_gap_ha=0.3214 e_lumo_ev=0.32 e_above_lowest_kcal_mol=129.6 e_tot_ev=-8263.704
C 0.440 1.511 0.482 0.306 -2.424 0.204
O -0.936 1.431 0.607 -0.113 0.604 0.536
H -1.206 2.056 1.302 -0.054 -0.562 -0.276
H 0.682 1.934 -0.492 0.440 -0.635 -0.147
H 0.920 2.090 1.273 0.096 -0.405 0.034
H 0.750 -0.123 -0.770 -0.754 -3.611 -3.963
C -0.628 -1.318 -1.910 0.159 0.818 1.003
C 0.422 -0.922 1.341 0.037 0.205 -0.463
N 0.553 -0.880 -1.811 0.326 2.590 1.514
N 1.169 -0.125 0.680 -1.000 3.083 1.674
H -1.021 -1.788 -2.824 0.442 -0.234 0.359
H -0.678 -0.900 1.358 0.202 0.620 0.442
H 0.878 -1.784 1.841 0.036 0.001 -0.551
H -1.346 -1.183 -1.075 -0.121 -0.052 -0.367


[13]
14
Properties=species:S:1:pos:R:3:forces:R:3 method="wB97M-V/def2-TZVPD" e_homo_ev=-8.97 homo_lumo_gap_ha=0.3616 e_lumo_ev=0.87 e_above_lowest_kcal_mol=43.6 smiles="CNCC(N)=O" e_tot_ev=-8267.437
C -2.409 0.620 0.869 1.447 -0.211 -2.173
N -1.248 0.135 0.005 -0.583 1.831 2.291
C -0.084 -0.518 0.650 -0.675 -1.856 -2.556
C 1.198 -0.241 -0.183 -1.266 -3.084 -2.119
N 1.332 1.031 -0.715 -0.361 -0.470 -2.207
O 1.813 -1.243 -0.609 -0.195 2.537 1.361
H -2.826 1.562 0.486 0.190 -0.274 -0.223
H -3.230 -0.092 0.939 0.152 -0.210 0.422
H -1.917 0.881 1.765 -0.077 -0.012 1.466
H -1.539 -0.120 -0.907 0.192 -0.845 -0.543
H 0.163 -0.121 1.615 -0.748 -0.081 0.879
H -0.229 -1.686 0.543 0.687 2.229 1.039
H 0.368 1.371 -1.035 1.679 -0.426 1.162
H 1.893 0.829 -1.585 -0.443 0.871 1.200


[14]
14
Properties=species:S:1:pos:R:3:forces:R:3 method="wB97M-V/def2-TZVPD" e_homo_ev=-7.33 homo_lumo_gap_ha=0.3007 e_lumo_ev=0.85 e_above_lowest_kcal_mol=114.6 e_tot_ev=-8264.356
C -2.175 -0.485 -0.603 0.238 -0.377 0.001
N -0.933 0.162 -0.936 1.216 0.160 0.351
C 0.849 0.393 0.545 -0.025 0.203 -1.596
N 1.617 1.395 1.008 -0.269 -0.314 0.431
C 1.329 -0.739 -0.154 0.446 -0.031 0.609
O -0.428 0.694 0.407 0.277 0.133 0.160
H 0.267 -0.416 -1.119 -1.771 0.122 0.488
H 2.566 1.194 1.278 -0.165 0.086 0.083
H 1.163 2.238 1.330 0.151 -0.104 -0.136
H -2.072 -1.309 0.126 -0.057 -0.001 -0.202
H -2.580 -0.864 -1.547 0.052 -0.059 0.110
H -2.908 0.224 -0.196 0.122 -0.007 -0.098
H 2.401 -0.798 -0.311 -0.007 0.094 0.084
H 0.903 -1.687 0.171 -0.208 0.095 -0.285


[15]
14
Properties=species:S:1:pos:R:3:forces:R:3 method="wB97M-V/def2-TZVPD" e_homo_ev=-9.73 homo_lumo_gap_ha=0.3837 e_lumo_ev=0.72 e_above_lowest_kcal_mol=132.9 smiles=CCCn1[nH]o1 e_tot_ev=-8263.561
C 1.102 -1.721 0.372 -0.302 0.168 -0.094
C -0.129 -0.829 0.221 0.135 0.187 -0.029
C 0.209 0.671 0.237 0.778 -0.251 -0.400
N -1.280 1.806 -1.239 0.399 -0.791 -0.705
N -1.042 1.344 0.084 -1.160 3.465 -0.877
O -0.850 2.911 -0.461 -0.167 -2.751 1.352
H 1.713 -1.417 1.217 0.105 0.030 0.127
H 1.711 -1.701 -0.528 0.121 0.035 -0.038
H 0.778 -2.745 0.537 0.070 -0.140 0.009
H -0.628 -1.059 -0.723 -0.077 -0.021 0.045
H -0.834 -1.022 1.029 -0.083 -0.050 0.006
H 0.918 0.927 -0.557 -0.062 0.009 0.006
H 0.630 0.953 1.203 -0.045 0.004 -0.003
H -2.297 1.883 -1.392 0.289 0.106 0.600


[16]
14
Properties=species:S:1:pos:R:3:forces:R:3 method="wB97M-V/def2-TZVPD" e_homo_ev=-7.68 homo_lumo_gap_ha=0.3096 e_lumo_ev=0.75 e_above_lowest_kcal_mol=93.9 e_tot_ev=-8265.254
C -1.052 -0.584 1.081 0.203 0.116 0.414
N -0.354 -0.099 -0.257 -0.093 -0.052 -0.111
C -0.980 1.112 -0.795 -0.062 0.098 -0.031
C 1.059 -0.213 -0.574 0.098 -0.036 -0.055
O 1.488 0.174 -1.639 -0.139 -0.140 0.347
N 1.784 -0.820 0.392 0.042 0.116 -0.066
H -0.400 -1.349 1.506 -0.140 0.076 -0.047
H -1.153 0.283 1.743 -0.001 -0.127 -0.113
H -1.084 -0.926 -0.340 0.161 0.027 -0.259
H -0.648 1.273 -1.820 -0.083 -0.011 0.137
H -2.062 0.969 -0.741 0.154 0.042 -0.021
H -0.707 1.972 -0.173 -0.025 -0.117 -0.072
H 2.783 -0.841 0.259 -0.136 0.008 0.004
H 1.408 -0.893 1.325 0.019 0.001 -0.128


[17]
14
Properties=species:S:1:pos:R:3:forces:R:3 method="wB97M-V/def2-TZVPD" e_homo_ev=-8.60 homo_lumo_gap_ha=0.3383 e_lumo_ev=0.60 e_above_lowest_kcal_mol=41.7 e_tot_ev=-8267.518
C -0.589 2.185 0.285 -0.107 0.362 0.030
N -0.221 0.799 0.183 -0.057 -0.143 -0.321
C 0.835 -1.502 0.755 0.040 -0.138 0.071
C -0.492 0.163 -0.875 0.037 0.094 0.106
O -1.012 0.167 -1.972 0.175 -0.022 0.344
N 0.222 -1.387 -0.582 0.000 -0.108 -0.097
H -1.091 2.573 -0.609 0.010 0.028 0.079
H -1.242 2.318 1.154 0.000 0.089 -0.132
H 0.317 2.773 0.473 -0.170 0.043 -0.067
H 1.470 -2.385 0.818 -0.066 -0.044 0.013
H 1.397 -0.588 0.953 -0.043 -0.270 -0.157
H 0.037 -1.534 1.497 0.135 -0.104 -0.116
H 0.891 -1.519 -1.339 -0.058 0.091 0.155
H -0.523 -2.065 -0.742 0.104 0.121 0.092


no.,maximum force (eV/A)
1,1.777
2,5.804
3,1.499
4,5.383
5,5.286
6,5.279
7,2.746
8,5.366
9,4.620
10,1.896
11,3.120
12,5.414
13,3.951
14,1.841
15,3.758
16,0.476
17,0.387